{"formula": "C32H66N10O8", "method": "ωB97M-V/def2-TZVPD", "e_tot_ev": -65534.442, "smiles": "c1cc[nH]c1.c1cc[nH]c1.CN(C)C=O.CN(C)C=O.CN(C)C=O.CN(C)C=O.CN(C)C=O.CN(C)C=O.CN(C)C=O.CN(C)C=O", "total_charge": 0, "mol_weight_g_mol": 718.94, "orbital_gap_ha": 0.31499, "de_lowest_kj_mol": 0.0, "elements": ["C", "C", "C", "N", "C", "H", "H", "H", "H", "H", "C", "C", "C", "N", "C", "H", "H", "H", "H", "H", "C", "N", "C", "C", "O", "H", "H", "H", "H", "H", "H", "H", "C", "N", "C", "C", "O", "H", "H", "H", "H", "H", "H", "H", "C", "N", "C", "C", "O", "H", "H", "H", "H", "H", "H", "H", "C", "N", "C", "C", "O", "H", "H", "H", "H", "H", "H", "H", "C", "N", "C", "C", "O", "H", "H", "H", "H", "H", "H", "H", "C", "N", "C", "C", "O", "H", "H", "H", "H", "H", "H", "H", "C", "N", "C", "C", "O", "H", "H", "H", "H", "H", "H", "H", "C", "N", "C", "C", "O", "H", "H", "H", "H", "H", "H", "H"], "coordinates": [[2.64, -4.18, -2.30], [3.38, -4.61, -3.44], [4.35, -5.44, -3.01], [4.27, -5.57, -1.65], [3.25, -4.74, -1.21], [1.74, -3.55, -2.36], [3.19, -4.42, -4.49], [5.05, -5.99, -3.57], [4.83, -6.20, -1.11], [2.87, -4.72, -0.20], [-2.02, -5.14, -3.38], [-0.83, -4.39, -3.53], [-1.16, -3.08, -3.35], [-2.52, -2.99, -3.07], [-3.06, -4.24, -3.09], [-2.20, -6.21, -3.54], [0.13, -4.80, -3.79], [-0.56, -2.18, -3.36], [-3.04, -2.14, -3.12], [-4.15, -4.47, -3.19], [3.33, 4.95, 1.58], [2.18, 4.23, 1.13], [0.89, 4.70, 1.56], [2.28, 3.25, 0.24], [1.35, 2.52, -0.21], [3.35, 5.96, 1.17], [4.13, 4.44, 1.05], [3.36, 4.97, 2.66], [0.21, 4.46, 0.77], [0.57, 4.30, 2.52], [0.91, 5.80, 1.61], [3.30, 3.00, -0.04], [-1.28, 6.22, -3.58], [-1.36, 5.42, -2.37], [-0.49, 4.32, -2.11], [-2.09, 5.86, -1.31], [-2.17, 5.37, -0.18], [-0.39, 6.82, -3.48], [-2.14, 6.82, -3.72], [-1.19, 5.59, -4.47], [0.50, 4.65, -1.86], [-0.94, 3.80, -1.26], [-0.46, 3.57, -2.88], [-2.68, 6.74, -1.66], [1.06, 0.65, 4.16], [1.16, 2.11, 4.42], [-0.08, 2.79, 4.81], [2.38, 2.69, 4.47], [2.57, 3.88, 4.74], [2.03, 0.22, 4.04], [0.45, 0.43, 3.30], [0.65, 0.19, 5.03], [-0.58, 2.25, 5.69], [0.26, 3.79, 5.10], [-0.75, 2.87, 3.94], [3.23, 2.06, 4.15], [-2.60, -1.09, 5.28], [-2.25, -2.43, 4.96], [-1.47, -3.16, 5.96], [-2.52, -3.03, 3.76], [-2.13, -4.13, 3.43], [-3.16, -1.07, 6.23], [-3.27, -0.69, 4.49], [-1.73, -0.45, 5.39], [-0.42, -3.00, 5.85], [-1.84, -2.89, 6.96], [-1.62, -4.23, 5.89], [-3.11, -2.35, 3.10], [-3.80, 1.60, 0.41], [-3.80, 1.44, -1.04], [-4.03, 2.67, -1.77], [-3.50, 0.31, -1.64], [-3.35, 0.05, -2.84], [-3.84, 0.62, 0.85], [-4.68, 2.19, 0.66], [-2.89, 2.14, 0.78], [-5.07, 2.92, -1.82], [-3.44, 3.49, -1.32], [-3.68, 2.56, -2.82], [-3.43, -0.53, -0.92], [0.71, -1.75, -6.32], [0.68, -0.75, -5.26], [1.96, -0.63, -4.57], [-0.36, 0.03, -5.01], [-0.33, 0.87, -4.13], [0.82, -2.77, -5.90], [1.55, -1.49, -6.94], [-0.23, -1.74, -6.84], [2.21, -1.57, -4.05], [2.80, -0.28, -5.18], [1.72, 0.05, -3.74], [-1.19, -0.27, -5.57], [2.65, -1.19, 1.35], [2.70, -1.77, 2.66], [1.49, -2.46, 3.09], [3.80, -1.72, 3.44], [3.80, -2.03, 4.62], [3.65, -0.84, 1.14], [1.99, -0.31, 1.22], [2.26, -1.92, 0.60], [0.64, -1.82, 3.10], [1.30, -3.28, 2.39], [1.59, -2.86, 4.12], [4.60, -1.32, 2.82], [0.06, -0.56, -0.96], [-0.88, -0.82, 0.16], [-1.46, -2.11, 0.26], [-0.87, -0.01, 1.21], [-1.69, -0.10, 2.11], [0.65, 0.38, -0.79], [-0.44, -0.44, -1.98], [0.75, -1.39, -1.10], [-1.68, -2.37, 1.33], [-2.39, -2.24, -0.30], [-0.81, -2.82, -0.22], [-0.15, 0.72, 1.16]]}